[1]
A 2-piece molecular cluster, H7N3 overall in a non-equilibrium geometry, computed with ωB97M-V/def2-TZVPD.

Geometry as XYZ:
```
10
Properties=species:S:1:pos:R:3:lowdin_charge:R:1
N 0.80 -0.59 -0.21 -0.120
N 1.74 0.43 0.17 -0.131
H 0.72 -1.07 0.68 0.054
H -0.10 -0.07 -0.34 0.017
H 2.02 1.02 -0.58 0.025
H 2.64 -0.13 0.15 0.079
N -2.22 0.11 0.02 -0.046
H -2.19 1.18 0.14 0.056
H -2.93 -0.14 -0.76 0.060
H -2.42 -0.40 0.88 0.007
```

E_HOMO = -7.95 eV
HOMO-LUMO gap = 8.910 eV
2S+1 = 1
Total energy = -4582.270 eV
F_max = 3.550 eV/Å
Structure (SMILES) = NN.N

[2]
C10H17BF2MoN6OS as an isolated structure, computed with ωB97M-V/def2-TZVPD.

Geometry as XYZ:
```
39
Properties=species:S:1:pos:R:3:lowdin_spin:R:1
Mo -1.24 0.30 -0.64 0.877
O -1.48 -1.60 -0.10 -0.011
N -0.97 -2.64 -0.89 0.008
C -1.10 -3.88 -0.37 0.002
C -0.65 -4.95 -1.08 0.007
C -0.07 -4.72 -2.34 0.004
C 0.03 -3.44 -2.83 0.005
C -0.44 -2.35 -2.07 0.008
S -0.39 -0.70 -2.60 0.021
H -1.58 -3.90 0.60 0.000
H -0.76 -5.94 -0.67 0.000
H 0.28 -5.55 -2.93 0.000
H 0.46 -3.24 -3.80 0.000
C 3.39 2.33 1.97 0.001
N 2.68 1.23 1.33 0.006
C 3.41 0.00 1.04 0.001
C 1.40 1.32 0.93 0.007
N 0.81 0.47 0.15 0.015
N 0.71 2.41 1.44 0.000
C -0.47 2.94 0.97 0.000
N -0.86 4.07 1.60 -0.001
N -1.10 2.42 -0.02 0.006
H 4.46 2.18 1.82 0.000
H 3.20 2.38 3.05 0.000
H 3.13 3.28 1.50 0.000
H 4.30 -0.03 1.66 0.000
H 3.71 -0.06 -0.01 0.000
H 2.80 -0.87 1.30 0.000
H 1.45 -0.19 -0.27 0.003
H 1.11 2.84 2.25 0.000
H -0.38 4.41 2.42 0.000
H -1.80 4.41 1.46 0.000
H -1.91 2.96 -0.29 0.001
F -4.59 -0.67 0.03 0.001
B -3.92 0.46 -0.15 0.010
F -3.85 1.27 0.93 0.004
C -3.18 0.86 -1.43 0.015
H -3.40 0.28 -2.33 0.009
H -3.21 1.93 -1.62 -0.001
```

E_HOMO (spin up / spin down) = -10.23 / -9.91 eV
HOMO-LUMO gap (spin up / spin down) = 7.318 / 7.014 eV
2S+1 = 2
Total energy = -40433.884 eV
F_max = 0.795 eV/Å
Net charge = +1

[3]
A 2-piece molecular cluster, C4H10O3 overall in a non-equilibrium geometry, computed with ωB97M-V/def2-TZVPD.

Geometry as XYZ:
```
17
Properties=species:S:1:pos:R:3:lowdin_charge:R:1
C -1.49 0.35 1.93 -0.107
C -0.79 -0.56 0.97 -0.294
C -0.18 0.04 -0.25 -0.113
C 1.20 0.48 0.12 -0.506
O 1.92 0.28 1.07 0.112
O 1.79 1.00 -1.01 0.047
H -2.36 0.68 1.52 0.034
H -0.94 1.24 2.31 0.093
H -1.73 -0.20 2.87 0.092
H -1.50 -1.41 0.75 0.129
H -0.03 -1.07 1.54 0.099
H -0.16 -0.81 -1.20 0.183
H -0.84 0.77 -0.67 0.125
H 2.75 0.84 -0.74 0.161
O 0.42 -0.63 -3.17 -0.044
H 0.77 -0.54 -2.30 -0.052
H 1.17 -0.46 -3.72 0.040
```

E_HOMO = -11.04 eV
HOMO-LUMO gap = 11.575 eV
2S+1 = 1
Total energy = -10451.888 eV
F_max = 4.111 eV/Å
Structure (SMILES) = CCCC(=O)O.O

[4]
One molecule with the formula CH5BOS in a non-equilibrium geometry, computed with ωB97M-V/def2-TZVPD.

Geometry as XYZ:
```
9
Properties=species:S:1:pos:R:3:lowdin_charge:R:1
B -0.71 -0.24 -0.26 -0.501
C -0.05 1.13 0.43 -0.538
O 0.43 -1.31 -0.24 -0.052
S 1.52 1.04 0.87 0.684
H -1.72 -0.82 0.29 0.084
H -0.62 2.02 0.91 0.066
H -0.89 0.30 -1.27 0.041
H 0.82 -1.24 -1.15 0.142
H 1.23 -0.88 0.41 0.073
```

E_HOMO = -9.09 eV
HOMO-LUMO gap = 8.851 eV
2S+1 = 1
Total energy = -14675.487 eV
F_max = 2.811 eV/Å

[5]
A 2-piece molecular cluster, C2H3Cl2N overall in a non-equilibrium geometry, computed with ωB97M-V/def2-TZVPD.

Geometry as XYZ:
```
8
Properties=species:S:1:pos:R:3:lowdin_spin:R:1
C 0.67 -1.33 0.59 0.397
C 0.83 -0.95 -0.98 0.450
N 0.73 -0.05 -0.07 0.388
Cl -2.76 1.85 -0.98 0.003
Cl 0.70 1.64 0.37 0.721
H -0.22 -1.81 0.91 0.016
H 1.56 -1.43 1.03 0.021
H -1.50 2.08 -0.88 0.004
```

E_HOMO (spin up / spin down) = -6.52 / -10.52 eV
HOMO-LUMO gap (spin up / spin down) = 6.588 / 6.690 eV
2S+1 = 3
Total energy = -28649.297 eV
F_max = 9.270 eV/Å

[6]
A 2-piece molecular cluster, C5H10N overall in a non-equilibrium geometry, computed with ωB97M-V/def2-TZVPD.

Geometry as XYZ:
```
16
Properties=species:S:1:pos:R:3:lowdin_charge:R:1
C 2.33 1.04 -1.03 0.175
C 1.74 0.45 -0.17 -0.117
C 0.31 0.46 1.62 0.060
C 0.46 -1.68 0.32 0.001
C 0.79 -0.23 0.61 -0.428
N -1.46 0.83 -1.17 0.304
H 3.00 1.41 -1.71 0.020
H -1.18 0.76 -0.19 0.089
H -0.39 -0.04 2.25 0.078
H 0.39 1.53 1.73 0.094
H 1.21 -2.16 -0.23 0.076
H 0.20 -2.22 1.16 0.070
H -0.41 -1.63 -0.36 0.077
H -2.37 1.33 -1.32 0.184
H -1.39 -0.12 -1.62 0.172
H -0.72 1.50 -1.42 0.147
```

E_HOMO = -13.28 eV
HOMO-LUMO gap = 9.136 eV
2S+1 = 1
Total energy = -6827.569 eV
F_max = 3.040 eV/Å
Net charge = +1